# 1
A gas-phase ion, C20H23N4O5 (charge +1) in a non-equilibrium geometry, computed with wB97M-V/def2-TZVPD.

Calculated values
Energy above the lowest of the compared OMol25 structures with the same formula, charge and spin in kcal per mole: 119.0
Calculated total energy in eV: -37300.8481
Highest occupied orbital energy in eV: -11.026
Total charge: +1
E_LUMO in Ha: -0.10062
SMILES: COc1ccc(C[NH2+]c2ncc(-c3cccc([N+](=O)[O-])c3)n2C)c(OC)c1OC

Positions of all 52 atoms, in Å:
C1 4.14 -0.39 -5.48
O1 3.64 -1.41 -4.64
C2 2.42 -1.25 -4.06
C3 1.61 -0.14 -4.28
C4 0.37 -0.02 -3.68
C5 -0.11 -1.03 -2.86
C6 -1.47 -0.94 -2.23
N1 -1.39 -1.37 -0.80
C7 -0.75 -0.40 0.04
N2 0.37 0.18 -0.26
C8 0.62 1.03 0.77
C9 -0.38 0.95 1.71
C10 -0.55 1.71 2.94
C11 0.56 1.97 3.75
C12 0.42 2.72 4.91
C13 -0.81 3.22 5.29
C14 -1.91 2.97 4.47
N3 -3.21 3.47 4.83
O2 -4.15 3.10 4.16
O3 -3.28 4.22 5.78
C15 -1.79 2.23 3.30
N4 -1.27 0.02 1.23
C16 -2.44 -0.51 1.89
C17 0.70 -2.14 -2.63
O4 0.24 -3.12 -1.73
C18 -0.05 -4.39 -2.31
C19 1.97 -2.27 -3.19
O5 2.63 -3.40 -2.85
C20 4.01 -3.57 -3.11
H1 3.51 -0.25 -6.36
H2 4.26 0.55 -4.95
H3 5.12 -0.75 -5.80
H4 1.95 0.65 -4.93
H5 -0.23 0.85 -3.87
H6 -1.85 0.09 -2.29
H7 -2.18 -1.60 -2.74
H8 -0.77 -2.26 -0.91
H9 -2.31 -1.60 -0.42
H10 1.49 1.65 0.77
H11 1.52 1.57 3.47
H12 1.29 2.90 5.53
H13 -0.94 3.79 6.19
H14 -2.66 2.11 2.68
H15 -2.42 -0.23 2.94
H16 -2.45 -1.60 1.83
H17 -3.36 -0.11 1.45
H18 -0.82 -4.31 -3.08
H19 -0.40 -5.02 -1.49
H20 0.85 -4.83 -2.74
H21 4.60 -2.74 -2.71
H22 4.21 -3.68 -4.17
H23 4.28 -4.49 -2.58



# 2
2 unconnected molecules or ions with the total composition C3H7ClO in a non-equilibrium geometry, computed with wB97M-V/def2-TZVPD.

Calculated values
Energy above the lowest of the compared OMol25 structures with the same formula, charge and spin in kcal per mole: 123.4
Calculated total energy in eV: -17788.6783
Highest occupied orbital energy (spin up / spin down) in eV: -9.175 / -7.399
Total charge: 0
E_LUMO (spin up / spin down) in Ha: 0.00264 / -0.06764

Positions of all 12 atoms, in Å:
C1 0.55 -0.78 0.95
C2 0.36 0.20 -1.44
C3 0.74 0.31 -0.08
O1 -2.16 1.23 0.76
Cl1 -2.53 -0.03 1.59
H1 0.44 -1.83 0.47
H2 1.23 -0.62 1.83
H3 -0.53 -0.57 1.29
H4 -0.24 1.20 -1.77
H5 -0.35 -0.60 -1.70
H6 1.23 0.18 -2.03
H7 1.27 1.31 0.12



# 3
2 unconnected molecules or ions with the total composition CHClF2O in a non-equilibrium geometry, computed with wB97M-V/def2-TZVPD.

Calculated values
Energy above the lowest of the compared OMol25 structures with the same formula, charge and spin in kcal per mole: 5.8
Calculated total energy in eV: -21058.1775
Highest occupied orbital energy in eV: -11.898
Total charge: 0
E_LUMO in Ha: 0.01374
SMILES: O=C(F)F.Cl

Positions of all 6 atoms, in Å:
O1 -2.54 -0.82 -1.00
C1 -3.03 0.00 -0.33
F1 -3.59 1.12 -0.72
F2 -2.93 0.06 1.01
Cl1 0.22 0.79 0.40
H1 -0.41 2.02 0.53



# 4
A single C3HNS molecule in a non-equilibrium geometry, computed with wB97M-V/def2-TZVPD.

Calculated values
Energy above the lowest of the compared OMol25 structures with the same formula, charge and spin in kcal per mole: 92.9
Calculated total energy in eV: -15446.5595
Highest occupied orbital energy in eV: -9.305
Total charge: 0
E_LUMO in Ha: -0.04895
SMILES: S=C1C2=N[C@H]12

Positions of all 6 atoms, in Å:
S1 2.19 0.94 -0.04
C1 0.72 0.34 0.07
C2 0.09 -0.98 0.52
N1 -0.69 -1.15 -0.45
C3 -0.76 0.22 -0.29
H1 -1.54 0.64 0.18



# 5
A molecular structure, C24H26CdClF3N4O4 in a non-equilibrium geometry, computed with wB97M-V/def2-TZVPD.

Calculated values
Energy above the lowest of the compared OMol25 structures with the same formula, charge and spin in kcal per mole: 60.9
Calculated total energy in eV: -64699.2317
Highest occupied orbital energy in eV: -0.362
Total charge: -2
E_LUMO in Ha: 0.14546

Positions of all 63 atoms, in Å:
Cd1 0.27 0.59 -0.56
C1 -2.10 3.19 -1.03
C2 -2.14 2.24 -2.22
C3 -3.32 2.56 -3.15
O1 -2.25 0.91 -1.75
C4 -0.80 2.41 -3.03
O2 -0.66 3.43 -3.70
O3 -0.01 1.43 -2.95
H1 -3.02 3.12 -0.45
H2 -1.97 4.21 -1.39
H3 -1.27 2.93 -0.38
H4 -4.26 2.55 -2.61
H5 -3.37 1.82 -3.95
H6 -3.16 3.54 -3.60
H7 -1.66 0.39 -2.33
N1 2.83 -2.59 0.18
C5 1.57 -2.58 -0.36
O4 1.32 -1.91 -1.34
C6 0.57 -3.48 0.31
C7 -0.38 -2.67 1.21
H8 3.42 -1.84 -0.14
H9 2.92 -2.82 1.16
H10 1.07 -4.24 0.91
H11 -0.04 -3.96 -0.45
H12 0.18 -2.08 1.94
H13 -1.01 -3.40 1.77
Cl1 4.69 1.04 -4.76
C8 4.35 1.54 -3.13
C9 5.19 2.46 -2.51
C10 4.88 2.82 -1.20
C11 3.78 2.24 -0.60
N2 2.99 1.34 -1.20
C12 3.26 1.02 -2.46
H14 6.05 2.86 -3.03
H15 5.49 3.53 -0.67
H16 3.50 2.49 0.42
H17 2.58 0.32 -2.92
N3 0.42 1.69 1.19
C13 1.03 1.17 2.21
C14 1.84 -0.02 2.24
C15 2.41 -0.51 3.38
C16 2.24 0.14 4.60
C17 1.50 1.32 4.62
C18 0.93 1.83 3.49
H18 1.98 -0.52 1.28
H19 3.01 -1.42 3.34
H20 2.67 -0.27 5.52
H21 1.36 1.84 5.56
H22 0.37 2.75 3.52
F1 -6.13 -2.41 1.65
C19 -5.23 -3.19 1.00
F2 -5.88 -3.68 -0.09
F3 -5.23 -4.36 1.85
C20 -3.93 -2.62 0.76
C21 -3.39 -1.58 1.57
C22 -2.16 -1.10 1.35
N4 -1.23 -1.74 0.44
C23 -1.96 -2.41 -0.60
C24 -3.19 -2.93 -0.42
H23 -4.03 -1.11 2.31
H24 -1.75 -0.27 1.91
H25 -1.43 -2.50 -1.54
H26 -3.67 -3.49 -1.21



# 6
A molecular structure, C2H4NO2P in a non-equilibrium geometry, computed with wB97M-V/def2-TZVPD.

Calculated values
Energy above the lowest of the compared OMol25 structures with the same formula, charge and spin in kcal per mole: 137.5
Calculated total energy in eV: -17007.4479
Highest occupied orbital energy in eV: -9.331
Total charge: 0
E_LUMO in Ha: -0.03016

Positions of all 10 atoms, in Å:
C1 0.72 0.15 -0.58
C2 0.13 0.82 -1.57
N1 -0.01 -0.52 -1.75
O1 0.17 1.51 1.78
O2 -1.33 -0.48 1.07
P1 -0.21 0.36 0.94
H1 0.74 -1.66 1.83
H2 0.01 1.82 -1.89
H3 0.64 -0.88 1.71
H4 -0.87 -1.11 -1.55